No. 1
{"formula": "C14H16N4O4S", "method": "ωB97M-V/def2-TZVPD", "symbols": ["O", "O", "O", "N", "O", "S", "C", "C", "C", "C", "C", "C", "C", "C", "C", "C", "N", "N", "N", "C", "C", "C", "C", "H", "H", "H", "H", "H", "H", "H", "H", "H", "H", "H", "H", "H", "H", "H", "H"], "coordinates": [[1.350, 3.679, -3.076], [2.015, -4.534, -1.345], [2.350, -2.745, 1.115], [-0.153, -0.766, 2.681], [0.761, -2.909, -2.526], [-0.926, -4.214, 2.120], [0.424, 4.416, -2.794], [1.026, -3.717, -1.454], [1.474, -3.402, 1.608], [-1.085, -0.031, 2.088], [-2.141, 1.641, 0.430], [0.296, 1.435, 0.446], [-1.927, 2.610, -0.545], [0.434, 2.367, -0.527], [-0.921, 1.016, 1.009], [-0.628, 3.038, -1.072], [-0.648, 4.158, -1.944], [-0.608, -1.956, 3.321], [1.358, -3.109, 2.931], [0.573, 5.808, -3.460], [0.028, -3.284, 3.332], [-0.027, -3.640, -0.393], [0.445, -4.264, 0.921], [1.644, -2.752, -2.881], [-2.026, -0.489, 2.246], [-3.140, 1.490, 0.810], [1.169, 0.835, 0.865], [-2.797, 3.071, -0.889], [1.420, 2.693, -0.836], [-1.470, 4.890, -1.921], [-1.620, -2.055, 3.474], [1.751, -2.171, 3.142], [1.028, 6.510, -2.739], [-0.405, 6.368, -3.775], [1.174, 5.674, -4.338], [0.107, -3.877, 4.286], [-0.948, -3.930, -0.840], [-0.214, -2.575, -0.314], [0.859, -5.280, 0.849]], "mulliken_charge": [-0.569, -0.580, -0.589, -0.284, -0.443, -0.205, 0.576, 0.524, 0.093, -0.424, -0.938, -0.776, -0.403, -0.046, 0.598, 0.362, -0.167, -0.253, -0.343, -1.028, 0.033, -0.774, 0.141, 0.369, 0.364, 0.382, 0.309, 0.357, 0.370, 0.302, 0.228, 0.342, 0.256, 0.306, 0.312, 0.322, 0.533, 0.219, 0.525], "max_force_ev_per_a": 5.78, "smiles": "CC(=O)Nc1ccc(/C=N/N[C@@H]2NC(=O)[C@H](CC(=O)O)S2)cc1"}

No. 2
{"formula": "C14H16O", "method": "ωB97M-V/def2-TZVPD", "symbols": ["C", "C", "C", "C", "C", "C", "C", "H", "H", "H", "H", "H", "H", "H", "H", "C", "C", "C", "C", "C", "C", "C", "O", "H", "H", "H", "H", "H", "H", "H", "H"], "coordinates": [[3.180, 0.382, -1.324], [2.385, -1.879, -0.328], [2.218, -0.829, -1.292], [1.593, -3.060, -0.581], [0.546, -3.050, -1.470], [1.191, -0.841, -2.236], [0.433, -1.922, -2.328], [3.124, -1.893, 0.418], [1.742, -3.832, 0.185], [4.173, -0.107, -1.570], [3.277, 0.907, -0.345], [-0.166, -3.897, -1.504], [1.109, 0.065, -2.857], [-0.439, -1.943, -2.962], [2.986, 1.148, -2.034], [-1.768, -0.723, -0.197], [-0.680, 0.670, 1.552], [-1.782, 0.384, 0.754], [-0.617, 1.903, 2.212], [-1.673, 2.804, 2.269], [-2.892, 1.308, 0.930], [-2.884, 2.502, 1.676], [-1.688, 3.944, 2.986], [0.163, -0.037, 1.559], [0.275, 2.183, 2.666], [-1.362, -1.602, 0.183], [-1.442, -0.285, -1.207], [-3.719, 1.173, 0.301], [-0.853, 4.418, 3.061], [-3.630, 3.196, 1.767], [-2.799, -1.087, -0.284]], "mulliken_charge": [-1.427, -0.659, 0.990, -0.402, -0.447, -0.499, -0.351, 0.512, 0.303, 0.298, 0.283, 0.373, 0.260, 0.367, 0.396, -1.111, -0.347, 0.173, -0.634, 0.800, -0.491, -0.749, -0.546, 0.377, 0.362, 0.442, 0.123, 0.367, 0.303, 0.508, 0.428], "max_force_ev_per_a": 4.69, "smiles": "Cc1ccc(O)cc1.Cc1ccccc1"}

No. 3
{"formula": "C14H16O", "method": "ωB97M-V/def2-TZVPD", "symbols": ["C", "C", "C", "C", "C", "C", "C", "H", "H", "H", "H", "H", "H", "H", "H", "C", "C", "C", "C", "C", "C", "C", "O", "H", "H", "H", "H", "H", "H", "H", "H"], "coordinates": [[-3.303, 0.838, -1.809], [-2.473, -1.663, 0.833], [-2.681, -1.142, -0.401], [-2.397, -0.896, 2.036], [-3.207, 0.184, -0.496], [-2.778, 0.493, 2.000], [-3.316, 0.999, 0.726], [-2.373, -2.743, 1.069], [-2.620, -1.675, -1.324], [-2.039, -1.518, 2.903], [-2.836, 1.102, 2.909], [-2.645, 0.350, -2.516], [-2.794, 1.877, -1.804], [-3.810, 1.865, 0.823], [-4.413, 0.830, -2.074], [2.176, -1.205, -2.245], [3.555, 1.546, 0.019], [3.154, 0.979, 1.246], [3.118, 0.862, -1.088], [2.403, -0.356, -1.059], [2.409, -0.194, 1.447], [2.198, -0.958, 0.228], [3.547, 1.641, 2.348], [4.119, 2.439, 0.041], [3.413, 1.217, -2.064], [2.001, -0.388, 2.543], [3.296, 1.204, 3.146], [2.141, -0.376, -3.107], [1.329, -1.810, -2.346], [1.621, -1.923, 0.309], [3.206, -1.577, -2.291]], "mulliken_charge": [-1.233, -0.454, -0.458, -0.235, 0.734, -0.607, -0.603, 0.292, 0.439, 0.298, 0.395, 0.373, 0.305, 0.495, 0.264, -1.338, -0.865, 1.111, -0.260, 0.569, -0.591, -0.572, -0.507, 0.438, 0.295, 0.124, 0.278, 0.267, 0.419, 0.297, 0.330], "max_force_ev_per_a": 6.72, "smiles": "Cc1ccc(O)cc1.Cc1ccccc1"}

No. 4
{"formula": "C14H16O", "method": "ωB97M-V/def2-TZVPD", "symbols": ["C", "C", "C", "C", "C", "C", "C", "O", "H", "H", "H", "H", "H", "H", "H", "H", "C", "C", "C", "C", "C", "C", "C", "H", "H", "H", "H", "H", "H", "H", "H"], "coordinates": [[-2.623, -0.884, 0.551], [-2.018, 1.996, -1.845], [-2.366, 3.157, -0.921], [-1.984, 0.744, -1.274], [-2.344, 0.477, 0.082], [-2.672, 2.900, 0.376], [-2.618, 1.596, 0.868], [-2.022, 4.402, -1.308], [-2.189, 2.248, -2.950], [-1.912, -0.264, -1.852], [-3.114, 3.648, 1.085], [-1.770, 4.975, -0.453], [-1.939, -1.018, 1.302], [-2.372, -1.748, -0.129], [-2.872, 1.501, 1.933], [-3.712, -0.929, 0.873], [2.366, -2.862, -1.479], [3.979, -0.666, 1.233], [3.812, -1.501, 0.087], [2.834, -0.371, 2.071], [2.537, -1.838, -0.411], [1.564, -0.837, 1.544], [1.391, -1.461, 0.310], [4.951, -0.137, 1.135], [4.631, -1.492, -0.742], [3.007, 0.012, 3.134], [0.611, -0.609, 2.016], [2.659, -2.500, -2.416], [1.208, -3.033, -1.580], [0.359, -1.604, 0.004], [2.620, -3.906, -1.246]], "mulliken_charge": [-1.270, -0.473, 0.762, -0.192, 0.466, -0.680, -0.377, -0.564, 0.266, 0.169, 0.268, 0.353, 0.337, 0.314, 0.313, 0.311, -1.247, -0.176, -0.556, -0.637, 0.939, -0.178, -0.236, 0.290, 0.214, 0.307, 0.242, 0.362, 0.274, 0.084, 0.318], "max_force_ev_per_a": 3.98, "smiles": "Cc1ccc(O)cc1.Cc1ccccc1"}

No. 5
{"formula": "C14H16O2", "method": "ωB97M-V/def2-TZVPD", "symbols": ["C", "C", "C", "C", "C", "C", "C", "O", "H", "H", "H", "H", "H", "H", "H", "H", "C", "C", "C", "C", "C", "C", "C", "O", "H", "H", "H", "H", "H", "H", "H", "H"], "coordinates": [[-2.457, 3.645, -0.490], [-1.726, 2.189, -2.421], [-1.516, 2.667, -1.161], [-0.775, 1.334, -3.021], [0.357, 1.052, -2.325], [-0.513, 2.120, -0.368], [0.437, 1.319, -0.943], [1.430, 0.360, -2.851], [-2.582, 2.426, -3.036], [-0.958, 1.013, -4.041], [-3.236, 3.992, -1.148], [-1.974, 4.582, -0.175], [-0.474, 2.420, 0.666], [1.343, 0.368, -3.820], [1.257, 0.815, -0.448], [-2.927, 3.189, 0.365], [0.117, 0.554, 3.165], [1.480, -0.816, 1.529], [0.430, -0.712, 2.419], [1.723, -2.009, 0.843], [0.815, -3.042, 0.944], [-0.437, -1.794, 2.520], [-0.263, -2.979, 1.818], [1.060, -4.229, 0.207], [2.232, -0.053, 1.378], [2.398, -2.088, 0.010], [0.944, 1.261, 3.216], [-0.313, 0.396, 4.148], [-1.289, -1.711, 3.198], [0.386, -4.298, -0.492], [-1.049, -3.709, 1.899], [-0.663, 1.089, 2.634]], "mulliken_charge": [-1.438, -0.531, 0.343, -0.597, 0.549, -0.369, -0.282, -0.530, 0.337, 0.301, 0.390, 0.319, 0.489, 0.305, 0.361, 0.324, -1.543, -0.231, 0.475, -0.413, 0.332, -0.432, -0.564, -0.551, 0.431, 0.387, 0.370, 0.452, 0.353, 0.323, 0.400, 0.241], "max_force_ev_per_a": 1.78, "smiles": "Cc1ccc(O)cc1.Cc1ccc(O)cc1"}

No. 6
{"formula": "C14H17F2NO3S", "method": "ωB97M-V/def2-TZVPD", "symbols": ["C", "C", "C", "H", "H", "C", "C", "O", "O", "C", "H", "H", "C", "O", "N", "C", "C", "C", "C", "C", "C", "H", "H", "S", "C", "F", "F", "H", "H", "H", "H", "H", "H", "H", "H", "H", "H", "H"], "coordinates": [[2.468, 1.184, -5.921], [1.248, 1.995, -6.341], [0.291, 2.286, -5.186], [0.820, 2.826, -4.398], [-0.514, 2.925, -5.552], [-0.322, 1.020, -4.579], [0.609, 0.356, -3.601], [1.261, 0.936, -2.762], [0.608, -0.970, -3.744], [1.495, -1.751, -2.943], [1.623, -2.691, -3.482], [2.454, -1.230, -2.844], [0.935, -2.067, -1.543], [0.622, -3.191, -1.227], [0.872, -0.967, -0.755], [0.413, -0.863, 0.558], [-0.017, -1.958, 1.305], [-0.463, -1.774, 2.599], [-0.478, -0.506, 3.162], [-0.030, 0.587, 2.433], [0.401, 0.408, 1.134], [0.743, 1.257, 0.560], [-0.008, 1.573, 2.873], [-1.033, -0.328, 4.845], [-2.065, 1.170, 4.646], [-3.086, 1.140, 5.513], [-1.374, 2.299, 4.902], [-2.459, 1.227, 3.621], [-0.800, -2.617, 3.181], [-0.005, -2.942, 0.868], [1.174, -0.088, -1.176], [-1.218, 1.290, -4.014], [-0.604, 0.302, -5.349], [0.711, 1.461, -7.129], [1.581, 2.948, -6.756], [2.971, 1.660, -5.082], [3.172, 1.109, -6.747], [2.185, 0.175, -5.630]], "mulliken_charge": [-0.919, -0.475, -0.642, 0.352, 0.350, -0.417, 0.595, -0.732, -0.329, -0.769, 0.334, 0.370, 0.759, -0.642, 0.031, 0.539, -0.428, -0.676, 0.059, -0.638, -0.479, 0.393, 0.472, -0.154, 0.270, -0.237, -0.230, 0.241, 0.419, 0.510, 0.100, 0.262, 0.274, 0.285, 0.327, 0.273, 0.402, 0.151], "max_force_ev_per_a": 0.99, "smiles": "CCCCC(=O)OCC(=O)Nc1ccc(SC(F)F)cc1"}

Summary of energy above the lowest of the compared OMol25 structures with the same formula, charge and spin in eV
0.000 1.716 2.987 3.407 0.665 0.000
(order as listed above)
Summary of highest occupied orbital energy in eV
-7.925 -8.161 -7.991 -8.095 -8.448 -8.414
(order as listed above)
Summary of energy in Ha
-1461.1622 -618.2529 -618.2062 -618.1908 -693.5321 -1422.1136
(order as listed above)